Density functional theory data (wB97M-V/def2-TZVPD) for 12 unconnected molecules or ions with the total composition C51H64N8O12 at a distorted geometry.

Summary:
SMILES = C[C@H]1COC(=O)O1.C[C@H]1COC(=O)O1.C[C@H]1COC(=O)O1.C[C@H]1COC(=O)O1.c1cc[nH]c1.c1cc[nH]c1.c1cc[nH]c1.c1cc[nH]c1.c1cc[nH]c1.c1ccncc1.c1ccncc1.c1ccncc1
HOMO level = -7.45 eV
Orbital gap = 0.2749 Eh
Lowest unoccupied orbital energy = 0.03 eV
Energy = -90414.2638 eV
Max |F| = 4.99 eV/A

The geometry in XYZ format:
```
135
Properties=species:S:1:pos:R:3:forces:R:3:lowdin_charge:R:1
O 1.25211 4.96546 0.55165 -0.262 0.056 -0.417 0.071
O -5.68985 -1.27976 2.34181 -0.028 0.834 1.246 0.173
O 4.24526 -1.75281 -1.41311 0.333 2.250 -0.458 0.149
O -0.97184 4.55670 0.68563 2.690 0.698 -1.858 0.057
O 5.63523 1.77622 -1.93609 -0.619 0.258 -0.698 0.069
O 3.77692 2.17581 -3.10770 -0.032 0.989 0.794 0.054
O -4.90355 -3.04884 1.17999 0.774 0.369 -0.491 0.037
O 0.06105 4.64276 -1.30514 1.592 0.248 -0.659 0.069
O -6.13185 -1.52710 0.11602 0.610 -0.286 0.861 0.057
O 3.34220 -3.64853 -2.12048 0.186 -0.946 -0.641 0.096
O 4.78573 -3.66789 -0.44362 0.262 -1.596 0.147 0.072
O 4.46187 3.64324 -1.49059 0.139 0.108 -0.439 0.141
N -2.98914 -1.33870 3.93100 0.629 0.879 0.014 0.033
N -0.63406 -1.75689 -6.01837 0.744 -0.565 -0.390 -0.019
N -3.14179 3.49092 -1.32914 0.863 0.234 0.368 0.043
N 1.33565 -5.47818 0.92499 -1.025 -1.283 -1.660 0.047
N 3.37513 -0.80069 2.49956 0.816 0.097 -0.326 0.006
N -2.95454 3.29181 3.88352 2.714 0.802 -1.500 0.014
N 0.64131 4.46186 5.18039 1.001 1.648 0.309 0.045
N 1.21154 0.34405 0.73420 -0.506 -0.211 -0.022 0.073
C -2.06032 -2.13791 3.34237 -0.050 -0.948 -0.123 -0.161
C 3.59139 -5.98677 -2.95016 1.637 -0.195 1.006 -0.015
C -4.56371 -3.17704 -0.26651 -1.118 -0.442 1.859 -0.049
C -3.67599 2.10221 -2.96976 -0.294 0.034 -0.441 -0.133
C -5.79677 -2.52855 -0.86762 -1.126 -0.971 -0.947 -0.325
C 0.19483 3.51382 5.96403 -0.512 0.823 0.757 -0.168
C 4.56761 -0.57480 1.80458 -0.596 -1.275 1.855 -0.089
C -1.93034 -0.79575 -4.51382 1.231 -1.042 -1.264 -0.111
C 3.81343 0.47573 -4.82748 -0.243 -1.138 0.095 -0.013
C -0.07912 0.29177 1.09056 -0.153 -0.189 -0.392 -0.154
C -1.19136 -1.95303 -4.79436 -1.089 1.838 0.148 -0.120
C 0.06554 4.73687 0.00088 -3.703 -1.143 3.149 -0.574
C 0.57809 2.98033 3.35347 0.246 0.516 0.514 -0.065
C 1.70142 -4.26188 1.30469 -0.727 -1.100 -0.097 -0.169
C -0.52081 -4.59877 -0.33193 2.142 0.386 1.096 -0.059
C -0.00147 2.00084 4.16041 0.983 0.009 -2.641 -0.095
C 4.16605 -2.92190 -1.36692 -0.716 -1.729 1.146 -0.601
C 1.30750 6.34113 -2.49054 1.138 -2.038 -0.126 -0.003
C -0.94437 -0.54657 -6.54178 -0.517 1.052 1.200 -0.128
C -1.29048 -1.58620 5.34762 0.220 1.090 1.483 -0.141
C -4.93853 3.18770 4.77887 -0.750 0.481 0.962 -0.119
C 3.57624 -1.63128 3.53223 2.860 -0.528 0.003 -0.148
C 4.61805 2.64199 -2.11305 0.161 -1.372 -0.770 -0.525
C 0.91816 4.20769 3.91296 -0.303 0.121 -0.707 -0.141
C -5.63077 -1.87786 -2.25353 -0.414 -0.296 0.074 -0.021
C 3.43402 -5.05129 -1.74926 -0.702 -0.242 -0.387 -0.301
C -2.85381 3.13484 -2.62269 0.001 0.690 0.069 -0.153
C -0.11813 2.27836 5.46274 -1.609 -1.549 3.068 -0.104
C -0.98299 -2.33955 4.21126 -1.497 -0.134 -1.325 -0.113
C -1.13954 0.53939 0.22037 -0.010 -0.026 1.455 -0.060
C 5.48665 0.65284 -2.86775 0.401 0.605 0.708 -0.045
C 0.98594 -3.14550 1.00589 -1.549 1.029 -1.341 -0.043
C -4.81855 2.17135 3.83368 0.204 -0.972 -0.893 -0.121
C 1.44766 4.97921 -1.78284 -1.256 0.326 -0.346 -0.223
C -0.84515 0.87106 -1.05012 0.224 -0.212 -2.393 -0.071
C 4.58069 -5.11011 -0.74154 -1.110 1.876 -0.201 -0.029
C -4.07551 2.63271 -0.80025 0.165 0.501 -0.962 -0.121
C 0.47478 0.84780 -1.48332 0.343 0.246 -0.134 -0.041
C 4.04609 0.79972 -3.39408 1.562 -0.044 0.959 -0.344
C 4.95166 -1.98863 3.57462 -2.740 0.079 0.762 -0.115
C 5.52997 -1.32691 2.52077 1.258 1.256 -2.835 -0.142
C -0.08415 -3.34331 0.11233 -0.913 0.680 0.477 -0.062
C 1.46749 0.58790 -0.56508 -0.526 0.627 0.547 -0.121
C 2.25070 4.98377 -0.48896 -0.764 -0.378 0.343 -0.069
C -2.46286 -0.89005 5.14141 -1.252 -0.619 -0.462 -0.125
C -1.75840 0.10128 -5.58497 0.767 -0.673 -1.380 -0.098
C -3.55269 2.27521 3.25618 -1.949 -1.233 -0.220 -0.145
C -3.74743 3.87322 4.77982 -1.230 0.496 0.653 -0.146
C 0.26080 -5.67793 0.09541 0.990 1.441 1.255 -0.128
C -4.42394 1.77630 -1.80616 -0.101 0.351 -0.184 -0.123
C -5.55836 -1.88128 1.34645 -0.703 -1.141 -3.039 -0.542
H 2.48182 -0.36488 2.36281 -0.030 0.359 -0.728 0.090
H -3.05252 -0.20805 5.75868 0.452 -0.342 -0.197 0.113
H -5.82050 3.41961 5.39203 0.619 -0.160 -0.364 0.100
H -5.56317 1.42499 3.58974 0.071 0.096 -0.070 0.084
H -2.05047 3.64487 3.56754 -0.427 -0.028 0.369 0.141
H -0.70943 -2.48324 -0.17546 0.492 -0.221 0.137 0.097
H 5.37714 -2.64353 4.31700 0.175 0.045 -0.120 0.085
H -0.60022 1.55745 6.14830 0.431 0.284 -0.461 0.113
H -2.16256 0.52051 0.57350 0.017 -0.077 0.042 0.095
H -5.31003 -2.60968 -3.02525 0.279 0.365 0.683 0.095
H 1.71234 4.14838 -2.45808 0.084 0.540 0.253 0.149
H -3.18649 1.73202 2.38320 0.330 0.343 0.605 0.098
H 2.82681 -1.90262 4.20160 -1.232 -0.256 0.861 0.083
H -3.84448 1.81813 -4.00558 0.153 -0.448 0.420 0.090
H -3.86446 -1.08368 3.44916 0.676 0.024 0.785 0.117
H 0.77031 1.07741 -2.50987 -0.323 -0.092 0.244 0.111
H -2.35082 -2.62942 2.41369 0.440 0.107 0.229 0.100
H -0.42679 -0.24765 -7.45179 -0.549 0.143 0.259 0.108
H -6.61568 -3.34069 -0.90418 0.954 1.339 0.201 0.176
H 1.08328 7.09847 -1.77371 -0.302 0.608 0.412 0.082
H -0.29288 1.06884 3.68412 -0.095 0.052 0.575 0.081
H -0.37240 -0.01089 2.08858 0.561 -0.014 0.217 0.081
H 3.32694 -6.99464 -2.59231 0.348 0.201 -0.213 0.096
H -0.02508 3.83555 7.00881 0.259 -0.622 -0.804 0.120
H 2.88181 4.13501 -0.38629 0.113 -0.648 0.163 0.091
H 3.47934 0.16590 -2.71418 -0.583 0.061 -0.254 0.115
H -2.60207 4.18547 -0.81135 -0.180 -0.436 0.050 0.121
H 2.50604 -5.30093 -1.22362 0.088 0.235 -0.241 0.113
H 0.52076 6.19859 -3.22713 0.123 0.482 -0.198 0.086
H 5.58172 -0.18507 -2.20592 0.075 -0.717 -0.198 0.097
H 6.31638 0.68157 -3.58351 -0.369 0.174 -0.085 0.139
H -3.63649 -2.65513 -0.40689 0.473 0.327 -0.354 0.119
H -6.57586 -1.49028 -2.67740 0.270 -0.079 0.649 0.092
H -4.46847 -4.25520 -0.39563 0.044 0.236 -0.429 0.137
H 6.57678 -1.42375 2.17887 -0.762 0.147 0.353 0.099
H -1.36748 -4.63556 -0.96224 -0.690 -0.440 -0.615 0.077
H 4.54222 -0.03338 0.87271 0.318 0.022 0.170 0.089
H 0.04870 -2.32356 -6.49234 -0.146 -0.370 0.345 0.146
H -2.13114 3.67572 -3.23826 -0.300 -0.164 0.486 0.117
H 1.16431 -2.13415 1.38690 0.313 -0.600 -0.213 0.082
H -1.09023 -2.80930 -4.17831 0.293 -0.704 0.024 0.090
H -1.59867 1.03386 -1.80472 -0.344 0.253 0.137 0.079
H 5.47963 -5.45110 -1.18932 0.891 -0.544 -0.154 0.115
H -4.63163 2.80123 0.10097 0.413 0.095 0.465 0.111
H 2.56988 -4.28545 1.88151 1.314 0.507 1.092 0.092
H 4.49312 0.98277 -5.51298 -0.341 0.211 0.034 0.096
H -5.28478 1.17719 -1.70782 -0.639 -0.892 -0.153 0.070
H 2.75084 0.58810 -5.02036 -0.034 0.533 -0.493 0.083
H 2.29803 6.52471 -2.93461 -0.489 0.285 -0.184 0.098
H -2.19937 1.07451 -5.67771 -0.016 0.169 -0.060 0.075
H 0.77618 2.84293 2.32629 0.025 -0.360 -1.018 0.069
H 2.48423 0.71237 -0.89005 0.503 -0.361 0.288 0.086
H 2.96364 -5.77656 -3.77305 -0.925 0.512 -0.702 0.061
H 3.95257 -0.60938 -4.94398 0.260 0.192 0.019 0.097
H -4.94492 -1.03670 -2.13180 0.145 -0.179 -0.368 0.057
H -3.52083 4.80496 5.24391 0.432 0.205 0.348 0.107
H 1.33997 5.04655 3.30166 -0.416 -0.955 0.586 0.118
H -0.22090 -3.06932 4.03054 0.401 0.019 0.109 0.080
H 4.24760 -5.68229 0.12319 0.469 0.337 0.242 0.132
H -0.75115 -1.53671 6.29900 -0.008 0.022 -0.600 0.099
H -2.54629 -0.63357 -3.68631 -0.666 0.176 1.187 0.055
H 4.64642 -5.96932 -3.33760 -0.884 -0.144 0.415 0.101
H 2.84766 5.83705 -0.29243 0.536 1.014 -0.295 0.132
H 0.09528 -6.70062 -0.17593 -0.278 -0.374 -0.100 0.094
```
Forces are in eV/Å.